A structure of composition CsH4O2, computed with ωB97M-V/def2-TZVPD.

Computed properties:
Largest force on an atom ... 0.6 eV/Å
Relative energy (zero: lowest compared OMol25 entry of this formula, charge and spin) ... 64.1 kJ/mol
Electronic energy ... -4702.4543 eV
Total charge ... +1
Lowest unoccupied orbital energy ... -3.87 eV

Last column: Löwdin charge in e.
Positions of all 7 atoms, in Å:
Cs (1.565459, -1.020500, 0.188932)  1.140
O (0.651562, 2.002770, 2.092613)  -0.048
H (0.070056, 2.743995, 1.923320)  0.051
H (0.639381, 1.497614, 1.279656)  -0.060
O (-0.734471, -1.742504, -1.520815)  -0.185
H (-0.514327, -1.575822, -2.437324)  0.045
H (-1.677660, -1.905551, -1.526381)  0.057

Forces on the atoms, in the same order (eV/Å):
0.11 -0.17 0.12
0.31 -0.46 0.10
-0.20 0.32 0.02
-0.20 0.29 -0.16
0.36 0.14 0.23
-0.02 -0.01 -0.41
-0.35 -0.11 0.09

---

The molecule C10H8N2OS in a non-equilibrium geometry, computed with ωB97M-V/def2-TZVPD.

Computed properties:
SMILES ... C/C(=N\c1ccccc1)OC(=S)C#N
Largest force on an atom ... 5.3 eV/Å
Relative energy (zero: lowest compared OMol25 entry of this formula, charge and spin) ... 278.4 kJ/mol
Electronic energy ... -26359.5720 eV
Total charge ... 0
Lowest unoccupied orbital energy ... -1.54 eV

Last column: Löwdin charge in e.
Positions of all 22 atoms, in Å:
C (0.220349, -1.803093, -0.743805)  0.017
C (-0.857390, -1.173796, 0.151026)  -0.323
N (-0.764621, -0.038520, 0.678337)  0.175
C (0.097522, 1.060072, 0.527312)  -0.264
C (0.379297, 1.691713, -0.654301)  -0.072
C (1.179439, 2.784858, -0.691218)  -0.119
C (1.699596, 3.318305, 0.477500)  -0.092
C (1.458278, 2.695476, 1.712525)  -0.055
C (0.705568, 1.504136, 1.710774)  0.001
O (-1.938091, -1.966725, 0.536418)  -0.012
C (-2.445081, -3.035948, -0.227942)  -0.762
S (-3.808797, -3.772817, 0.212108)  0.879
C (-1.795141, -3.683447, -1.294938)  -0.331
N (-1.404428, -4.473413, -2.021019)  0.212
H (1.061871, -1.162577, -0.966822)  0.084
H (0.667582, -2.614663, -0.179518)  0.094
H (-0.242739, -2.355267, -1.588454)  0.058
H (0.004057, 1.402482, -1.671496)  0.134
H (1.158755, 3.313788, -1.661611)  0.116
H (2.158044, 4.373078, 0.523285)  0.127
H (1.848211, 2.948979, 2.596778)  0.058
H (0.617720, 0.987378, 2.575063)  0.076

Forces on the atoms, in the same order (eV/Å):
-1.23 -1.10 0.39
2.42 1.17 -0.83
-1.68 -0.74 -0.06
0.42 -1.73 1.28
-0.85 -1.07 -2.24
0.07 1.98 -0.30
0.48 2.41 1.13
-1.68 -2.69 -4.20
0.71 2.64 -2.88
-0.55 -1.21 -1.39
-0.46 1.44 2.46
-0.06 0.47 0.22
0.26 -0.07 0.03
0.59 -0.49 -1.05
-0.37 0.53 -0.37
0.03 -0.31 0.39
0.83 1.09 0.08
-0.11 -0.23 1.41
0.73 -0.14 0.76
-0.43 -1.91 -0.43
1.55 1.54 3.04
-0.66 -1.61 2.55

---

A cluster of 2 separate species, C6H16 in total in a non-equilibrium geometry, computed with ωB97M-V/def2-TZVPD.

Computed properties:
SMILES ... CCC.CCC
Largest force on an atom ... 2.6 eV/Å
Relative energy (zero: lowest compared OMol25 entry of this formula, charge and spin) ... 111.6 kJ/mol
Electronic energy ... -6480.5014 eV
Total charge ... 0
Lowest unoccupied orbital energy ... 1.12 eV

Last column: Löwdin charge in e.
Positions of all 22 atoms, in Å:
C (1.555439, 1.339848, 1.671526)  -0.118
C (2.577268, 1.481398, 0.530158)  -0.325
C (1.892445, 1.550112, -0.824419)  -0.131
H (1.826060, 1.969725, 2.529121)  0.065
H (0.553779, 1.467079, 1.272433)  0.051
H (1.626346, 0.365298, 2.171976)  0.067
H (3.376570, 2.235837, 0.749194)  0.105
H (3.303589, 0.633415, 0.463514)  0.098
H (0.952013, 0.978230, -0.828767)  0.041
H (1.580640, 2.527806, -1.183158)  0.067
H (2.606930, 1.098945, -1.553731)  0.079
C (-1.682707, -2.624265, -0.566856)  -0.141
C (-2.655648, -1.444284, -0.452372)  -0.307
C (-1.868959, -0.117948, -0.272578)  -0.124
H (-0.695813, -2.365041, -1.015885)  0.074
H (-2.023763, -3.332849, -1.321941)  0.065
H (-1.447137, -3.074843, 0.353790)  0.047
H (-3.173585, -1.345555, -1.440433)  0.103
H (-3.353187, -1.797167, 0.297397)  0.092
H (-0.884592, -0.151708, -0.792923)  0.049
H (-2.441854, 0.743428, -0.613455)  0.063
H (-1.623831, -0.137462, 0.827409)  0.083

Forces on the atoms, in the same order (eV/Å):
1.26 -0.46 0.80
1.44 -0.53 0.44
0.59 -0.40 -0.89
-0.60 0.51 -0.44
-0.13 0.29 0.45
-0.25 -0.20 -0.57
-1.24 0.29 -0.44
-1.02 -0.08 0.32
0.52 -0.19 0.07
0.30 0.34 0.17
-0.85 0.46 0.09
0.92 0.58 -2.26
1.07 -0.13 -2.34
0.17 -1.22 1.73
-0.52 0.38 0.39
-0.39 -0.47 0.51
0.02 -0.79 1.19
0.04 -0.31 0.87
-0.43 0.98 0.31
-0.90 -0.08 0.11
0.11 0.11 0.44
-0.12 0.93 -0.95

---

A structure of composition C23H34BrN5O2Se2Si2W, computed with ωB97M-V/def2-TZVPD.

Computed properties:
Largest force on an atom ... 0.6 eV/Å
Relative energy (zero: lowest compared OMol25 entry of this formula, charge and spin) ... 39.7 kJ/mol
Electronic energy ... -254269.8856 eV
Total charge ... 0
Lowest unoccupied orbital energy ... -2.25 eV

Last column: Löwdin charge in e.
Positions of all 70 atoms, in Å:
W (-0.182564, -0.066636, 0.070442)  1.380
C (0.075815, -0.848743, 5.871289)  -0.038
C (0.160819, -1.041677, 4.383374)  -0.224
C (0.535393, -2.268102, 3.823700)  0.011
C (0.589724, -2.477730, 2.455680)  -0.037
C (0.253380, -1.386519, 1.676863)  -0.442
Br (2.399625, 0.025174, 0.280932)  0.305
N (-0.094573, -0.256133, 2.208843)  -0.096
C (-0.164950, -0.011642, 3.517003)  -0.021
H (0.604430, -1.640512, 6.399590)  0.078
H (-0.963412, -0.858658, 6.203628)  0.090
H (0.507198, 0.106878, 6.167858)  0.085
H (0.785262, -3.084440, 4.492414)  0.123
H (0.874437, -3.431234, 2.042940)  0.072
H (-0.495476, 0.968679, 3.826708)  0.118
C (-3.716841, 1.481846, 0.770898)  -0.030
C (-2.931767, 1.861485, -0.442617)  -0.280
C (-3.378194, 2.849340, -1.310397)  -0.025
C (-2.652092, 3.131405, -2.459619)  -0.038
C (-1.483815, 2.454120, -2.755856)  -0.010
C (-1.069970, 1.474816, -1.855446)  -0.417
N (-1.804284, 1.210818, -0.751777)  0.012
N (0.030066, 0.656048, -1.846150)  -0.294
Si (1.179285, 0.663055, -3.220214)  0.385
C (0.218581, 0.055687, -4.704880)  -0.163
C (1.744260, 2.442000, -3.455840)  -0.162
C (2.753700, -0.317806, -3.046030)  -0.232
H (-4.376324, 2.300972, 1.051406)  0.090
H (-3.064631, 1.257583, 1.610788)  0.061
H (-4.332546, 0.606046, 0.556018)  0.058
H (-4.297642, 3.370953, -1.088126)  0.113
H (-3.004916, 3.898201, -3.138206)  0.115
H (-0.913609, 2.676120, -3.642291)  0.084
H (-0.691600, 0.631528, -4.881761)  0.024
H (-0.069029, -0.986954, -4.555390)  0.023
H (0.832842, 0.115110, -5.606730)  0.036
H (1.078806, 3.064535, -4.053962)  0.019
H (2.715754, 2.434404, -3.956007)  0.034
H (1.880040, 2.921654, -2.483078)  0.039
H (2.626431, -1.299628, -2.598029)  -0.036
H (3.497359, 0.236103, -2.476344)  0.007
H (3.135400, -0.449516, -4.064930)  0.042
O (-2.143854, 3.824761, 3.760228)  0.069
C (-1.340277, 3.722601, 2.867079)  -0.476
C (-0.444377, 4.855344, 2.357914)  -0.080
C (0.337858, 4.203325, 1.226104)  -0.073
C (-0.166952, 2.779419, 1.280581)  -0.465
O (0.318392, 1.934849, 0.449949)  -0.293
N (-1.092313, 2.539024, 2.162085)  0.155
H (0.185884, 5.192899, 3.180339)  0.120
H (-1.061003, 5.698557, 2.051319)  0.119
H (1.420470, 4.215150, 1.351015)  0.125
H (0.119222, 4.618028, 0.240884)  0.123
C (0.479324, -5.291069, 0.006302)  -0.214
Si (1.481018, -3.952151, -0.842000)  0.173
C (3.061654, -3.534978, 0.063197)  -0.225
C (1.929695, -4.591109, -2.545064)  -0.234
Se (0.189857, -2.149544, -1.433397)  0.485
H (1.085337, -6.198245, 0.087631)  0.036
H (-0.392086, -5.523541, -0.609171)  0.034
H (0.108735, -5.043941, 1.001042)  0.012
H (3.559526, -4.482045, 0.294691)  0.037
H (2.939348, -2.968280, 0.983927)  -0.005
H (3.717936, -2.955561, -0.588480)  0.027
H (2.509598, -5.513693, -2.445620)  0.036
H (2.527533, -3.869848, -3.104336)  0.025
H (1.036714, -4.817432, -3.130386)  0.031
Se (-4.350672, -2.480825, 1.154638)  0.647
C (-2.894604, -1.627759, 0.725998)  -0.890
N (-1.912328, -1.052559, 0.436856)  -0.157

Forces on the atoms, in the same order (eV/Å):
0.39 -0.43 0.06
-0.01 0.03 0.00
-0.04 0.10 0.01
0.03 -0.12 0.00
-0.03 0.01 -0.04
0.05 0.07 -0.02
0.05 -0.08 0.06
-0.14 0.21 -0.18
0.03 -0.10 0.05
0.01 0.00 -0.01
0.00 0.00 0.00
-0.01 0.00 0.00
0.00 0.00 -0.01
0.01 0.03 -0.02
0.00 0.02 0.01
0.01 -0.03 0.02
-0.01 0.00 -0.03
-0.01 0.00 -0.03
-0.01 0.00 0.01
-0.01 -0.04 0.00
-0.03 0.01 0.03
-0.04 0.15 0.11
-0.24 0.00 -0.03
-0.01 0.05 -0.01
0.01 0.00 0.01
0.00 0.00 -0.01
-0.02 -0.04 0.00
0.00 0.00 0.01
0.00 0.00 -0.02
-0.01 0.00 -0.01
0.00 0.00 0.00
0.00 0.00 0.00
-0.02 0.00 0.01
-0.01 -0.01 0.00
0.01 0.00 -0.01
0.00 0.00 0.00
0.01 0.00 0.01
0.00 0.00 0.00
0.00 0.00 0.00
0.00 0.02 0.00
0.01 0.00 0.02
-0.01 0.01 0.01
0.00 0.00 0.01
-0.02 0.00 -0.01
0.04 -0.01 0.02
0.01 0.01 0.02
-0.04 0.01 -0.09
0.09 0.03 -0.01
0.03 -0.02 0.03
-0.01 0.01 0.00
-0.01 -0.01 -0.01
0.00 0.00 0.01
0.01 -0.01 -0.01
0.02 -0.01 0.02
-0.06 0.02 -0.05
-0.03 -0.05 -0.02
0.01 -0.10 0.06
0.09 0.22 0.11
-0.01 -0.01 0.01
0.01 0.00 -0.01
0.02 0.03 -0.03
0.04 0.02 0.02
-0.05 -0.01 0.00
-0.01 0.01 0.01
0.00 0.01 -0.04
0.00 0.02 0.03
-0.01 0.00 0.00
0.04 0.03 -0.02
-0.02 -0.15 0.01
-0.11 0.09 -0.07

---

The ion C2H4N5O5 with charge -1 in a non-equilibrium geometry, computed with ωB97M-V/def2-TZVPD.

Computed properties:
Largest force on an atom ... 4.7 eV/Å
Relative energy (zero: lowest compared OMol25 entry of this formula, charge and spin) ... 0.0 kJ/mol
Electronic energy ... -19818.4744 eV
Total charge ... -1
Lowest unoccupied orbital energy (alpha / beta) ... 3.26 / 3.25 eV

Last column: Löwdin charge in e.
Positions of all 16 atoms, in Å:
C (-1.087886, -1.348107, 0.069680)  -0.168
C (0.573330, 0.406198, 0.365187)  -0.175
N (-0.264812, -0.596565, 0.949976)  0.022
N (-0.077855, 2.422725, -0.762359)  0.138
N (-0.308387, 1.655611, 0.178680)  -0.368
N (-0.852970, -2.727308, -0.007924)  -0.446
N (1.095701, -0.098320, -0.946681)  -0.391
O (-1.226435, 1.780662, 0.972326)  0.001
O (0.270111, -3.201210, 0.495034)  -0.140
O (-1.777623, -3.335530, -0.532582)  -0.083
O (2.260230, -0.070781, -1.201542)  0.041
O (0.248309, -0.540178, -1.729633)  0.052
H (-2.125916, -1.055683, -0.071123)  0.113
H (1.405462, 0.693558, 0.991749)  0.157
H (0.171741, -1.134814, 1.711933)  0.133
H (0.729958, 2.088303, -1.433876)  0.115

Forces on the atoms, in the same order (eV/Å):
0.31 -2.00 1.82
-0.94 -1.90 0.78
0.76 -0.33 -0.36
1.51 1.00 -2.44
0.37 -0.96 -0.87
1.28 4.22 1.53
-3.29 0.37 -1.23
0.07 0.45 0.30
-2.13 0.15 -1.12
-0.20 -2.44 -0.56
3.03 0.04 0.38
0.61 0.76 0.59
0.43 -0.05 -0.15
0.18 0.05 0.01
-0.11 0.28 -0.87
-1.87 0.35 2.17

---

A structure of composition C3H4CdLiO4 in a non-equilibrium geometry, computed with ωB97M-V/def2-TZVPD.

Computed properties:
Spin multiplicity ... 2
Largest force on an atom ... 5.2 eV/Å
Relative energy (zero: lowest compared OMol25 entry of this formula, charge and spin) ... 404.9 kJ/mol
Electronic energy ... -16112.4747 eV
Total charge ... +2
⟨S²⟩ ... 0.764
Lowest unoccupied orbital energy (alpha / beta) ... -10.49 / -12.08 eV

Last column: Mulliken spin population.
Positions of all 13 atoms, in Å:
O (0.782965, 0.944529, 0.711058)  0.005
C (1.522364, 0.011696, 0.303095)  -0.085
C (-1.173258, -1.018191, -0.672427)  0.097
O (2.152322, -0.006154, -0.745066)  0.614
O (1.078379, -1.297258, 0.578499)  0.316
C (-0.198801, -1.703161, 0.629091)  0.007
H (-0.429129, -1.195203, -1.461057)  0.004
H (-1.918167, -1.643231, -1.191424)  -0.004
H (-0.266280, -2.774564, 0.416130)  0.004
H (-0.712829, -1.433087, 1.558286)  0.027
O (-1.957635, 0.158794, -0.132309)  0.016
Li (-3.853966, -0.072697, 0.268521)  0.000
Cd (-0.914027, 1.745965, 0.437165)  -0.001

Forces on the atoms, in the same order (eV/Å):
4.61 -1.25 1.73
-4.87 -0.39 -1.64
-0.17 -0.95 2.37
1.54 -0.50 0.44
4.01 0.65 0.02
-4.46 0.15 -1.94
0.51 2.46 -0.34
-0.22 -0.43 1.36
0.45 0.16 0.35
0.24 0.08 -0.05
-0.01 -2.31 -1.73
0.23 -0.19 -0.27
-1.85 2.52 -0.30